[1]
Here is one molecule with the formula C20H21FN4O2 in a non-equilibrium geometry from the Open Molecules 2025 dataset. Energies are from ωB97M-V/def2-TZVPD.

Last column: Mulliken charge in e.
Geometry (Å):
1 F -1.17596 -5.07307 -2.87117  -0.295
2 O 0.57597 3.81525 1.47283  -0.697
3 O -0.52076 0.42980 2.20154  -0.737
4 N 3.09250 -3.84109 -1.61151  0.785
5 N 2.99589 -5.15385 -1.97249  -0.990
6 N -0.67914 -0.65908 0.26390  0.093
7 N -0.63146 3.81622 3.35337  -0.194
8 C -0.84033 0.47961 0.98537  -0.029
9 C 1.23295 -2.03814 -1.64948  -0.156
10 C -1.66535 2.90204 1.16830  3.022
11 C -1.28427 1.73708 -1.06075  -0.172
12 C 5.00970 -2.54033 -2.24428  -0.993
13 C 4.27677 -3.22101 -1.12371  -0.484
14 C -1.33895 1.72520 0.28585  -0.759
15 C -0.87982 -2.88249 -2.02656  -0.495
16 C 1.80710 -3.36263 -1.78215  0.085
17 C 1.83147 -5.46575 -2.39175  -0.724
18 C -0.92853 0.47811 -1.80755  -0.932
19 C -2.93961 2.51830 2.00204  -0.902
20 C 0.97486 -4.36619 -2.16460  1.029
21 C -0.45183 3.38179 2.03066  -0.170
22 C -1.72021 3.29496 4.13677  -0.463
23 C -2.09831 4.09465 0.27774  -2.550
24 C -0.41404 -4.16664 -2.26808  -0.151
25 C -0.06942 -1.79266 -1.68135  -0.413
26 C -3.04389 3.35765 3.33651  -0.772
27 C -0.63331 -0.64426 -1.09129  0.168
28 H -2.39633 4.95002 0.97264  0.419
29 H 3.88891 -2.48295 -0.37279  0.280
30 H -1.49828 2.23630 4.55861  0.215
31 H -0.39417 -1.44938 0.81381  0.304
32 H 4.27020 -1.88633 -2.63437  0.315
33 H -2.95333 3.90739 -0.37997  0.430
34 H 1.64389 -6.49056 -2.69872  0.478
35 H -3.85766 2.61436 1.35770  0.371
36 H 5.39219 -3.21960 -3.01269  0.295
37 H 1.83314 -1.20698 -1.28261  0.387
38 H 5.86581 -2.00014 -1.79649  0.331
39 H 4.93584 -3.92308 -0.62509  0.317
40 H -1.81787 3.95671 4.98607  0.444
41 H -0.78835 0.64303 -2.89695  0.375
42 H 0.30841 3.91969 3.76055  0.296
43 H -1.48970 2.67826 -1.60992  0.460
44 H -1.91005 -2.57928 -1.99279  0.503
45 H -1.24578 4.49228 -0.21092  0.587
46 H -3.98035 3.13840 3.90068  0.410
47 H -3.05824 1.45986 2.28645  0.402
48 H -3.23027 4.41856 3.10863  0.276

Results
- relative energy (zero: lowest compared OMol25 entry of this formula, charge and spin) (kJ/mol) = 322.4
- energy (eV) = -33852.44050
- HOMO (eV) = -8.57
- strongest force on any atom (eV Å⁻¹) = 4.42
- SMILES = CCn1ncc2c(F)cc(-c3ccc([C@@]4(C)CCCNC4=O)c(=O)[nH]3)cc21
- net charge = 0

***

[2]
Here is a 2-piece molecular cluster, C20H21N3O2 overall in a non-equilibrium geometry from the Open Molecules 2025 dataset. Energies are from ωB97M-V/def2-TZVPD.

Last column: Mulliken charge in e.
Geometry (Å):
1 O 2.44151 0.46699 -2.49025  -0.750
2 O 0.97783 1.95651 -3.18658  -0.714
3 N 1.17232 -1.06209 1.35032  0.185
4 N -6.36790 0.93147 -3.38694  -0.559
5 N 1.28283 0.75032 -2.95267  0.913
6 C 1.80171 -0.01782 0.82711  0.028
7 C 1.06839 3.05169 2.90652  -0.593
8 C 1.89798 2.38496 0.31741  -0.271
9 C 1.64495 1.34724 1.25252  0.187
10 C 0.37982 -0.24590 -3.18309  -1.146
11 C -0.32524 -1.83995 3.16308  -0.528
12 C 1.27086 1.71242 2.57639  -0.284
13 C 1.57012 -3.31474 2.32700  -0.692
14 C -3.30322 -0.85025 -3.22202  -0.592
15 C -1.54663 1.30836 -3.52555  -0.481
16 C -0.18737 -0.99792 1.89865  -0.816
17 C 1.74432 3.71840 0.66590  -0.781
18 C -2.91468 1.52509 -3.51912  -0.543
19 C -1.93683 -1.07376 -3.21873  -0.751
20 C -3.80659 0.45325 -3.37245  0.525
21 C -5.22008 0.70138 -3.37918  0.080
22 C 1.71765 -2.40866 1.11053  -0.626
23 C -1.01165 0.00698 -3.33148  1.020
24 C 0.19267 -3.26723 2.98752  -0.689
25 C 1.30431 4.05743 1.95658  -0.309
26 H -4.00543 -1.67631 -3.10250  0.419
27 H 2.52208 -0.24328 0.03091  0.435
28 H 1.15003 5.10038 2.22589  0.390
29 H 0.74040 3.31245 3.91631  0.378
30 H 2.77910 -2.28952 0.86376  0.425
31 H 1.22154 -2.86409 0.23872  0.325
32 H 1.95859 4.49913 -0.06716  0.429
33 H 1.16320 0.94167 3.34394  0.519
34 H -0.85380 2.13132 -3.64618  0.548
35 H -0.52163 -3.84133 2.38308  0.326
36 H 2.31925 -3.01795 3.06894  0.338
37 H -0.89896 -1.39319 1.15280  0.379
38 H -1.38105 -1.86183 3.45308  0.369
39 H 1.80776 -4.33665 2.01955  0.337
40 H -0.47180 0.03677 2.11194  0.568
41 H 0.22184 -1.36071 3.98734  0.240
42 H 0.77226 -1.25568 -3.09406  0.379
43 H -1.51841 -2.07853 -3.10600  0.326
44 H 0.25923 -3.74458 3.97229  0.333
45 H 2.19013 2.10666 -0.69559  0.326
46 H -3.30145 2.54108 -3.62860  0.401

Results
- relative energy (zero: lowest compared OMol25 entry of this formula, charge and spin) (kJ/mol) = 680.0
- energy (eV) = -29641.18221
- HOMO (eV) = -6.38
- strongest force on any atom (eV Å⁻¹) = 2.22
- net charge = 0

***

[3]
Here is one molecule with the formula C20H21N3O2S in a non-equilibrium geometry from the Open Molecules 2025 dataset. Energies are from ωB97M-V/def2-TZVPD.

Last column: Mulliken charge in e.
Geometry (Å):
1 S -1.76381 -2.47730 -0.62577  -0.185
2 O -0.14306 -0.65524 0.51360  0.303
3 O -0.05953 -2.72688 -3.47965  -0.561
4 N 0.90007 1.78635 1.28646  -0.176
5 N -0.09942 -2.61769 1.50460  -0.580
6 N 0.70575 -1.78130 2.19014  -0.555
7 C -3.17530 2.82536 1.34434  0.594
8 C -1.32533 1.58817 2.26700  -0.381
9 C 3.17037 -1.66126 -0.75411  -0.643
10 C -0.59300 -1.93381 0.52271  0.417
11 C 1.39937 0.05225 -2.01455  0.226
12 C -0.07893 -1.87630 -2.62802  -0.045
13 C 4.67433 0.24440 -0.12314  -1.719
14 C 2.05190 -2.17231 -1.38321  -0.487
15 C -2.66135 1.94430 2.28207  -1.223
16 C 3.43676 -0.29623 -0.76984  0.936
17 C -0.45874 2.10566 1.30834  0.956
18 C 1.38289 0.62196 1.97977  -1.351
19 C 0.67321 -0.63683 1.59601  1.041
20 C -2.30282 3.35212 0.39984  -0.886
21 C -4.61989 3.22516 1.35772  -1.468
22 C 1.14536 -1.31509 -2.00046  0.146
23 C -0.05771 3.62644 -0.66849  -1.573
24 C 2.54573 0.54925 -1.42261  -0.908
25 C -0.96145 3.01550 0.36435  1.085
26 C -1.38209 -1.36218 -2.03635  -0.519
27 H -2.20832 -1.50055 -2.73180  0.452
28 H 1.27930 0.75187 3.06219  0.427
29 H 4.91733 -0.31482 0.77796  0.413
30 H 1.30693 1.89078 0.36777  -0.003
31 H 1.85600 -3.23413 -1.37663  0.414
32 H -5.00303 3.32811 0.34437  0.369
33 H -2.68441 4.04910 -0.33401  0.348
34 H 2.76028 1.60853 -1.47265  0.566
35 H 4.56261 1.29719 0.12740  0.374
36 H -0.96576 0.89469 3.01198  0.333
37 H 3.85049 -2.33135 -0.24989  0.409
38 H 0.78533 4.12690 -0.19267  0.365
39 H 0.33443 2.86944 -1.35015  0.151
40 H 5.51674 0.15000 -0.80899  0.430
41 H -1.33485 -0.33923 -1.66957  0.175
42 H 0.71339 0.71922 -2.51791  0.471
43 H -5.22015 2.49004 1.88828  0.372
44 H -0.60252 4.35829 -1.25932  0.423
45 H -4.73852 4.18619 1.85964  0.294
46 H 2.44886 0.50484 1.76640  0.384
47 H -3.31025 1.52018 3.03462  0.391

Results
- relative energy (zero: lowest compared OMol25 entry of this formula, charge and spin) (kJ/mol) = 256.1
- energy (eV) = -40481.04333
- HOMO (eV) = -7.99
- strongest force on any atom (eV Å⁻¹) = 1.66
- SMILES = Cc1ccc(C(=O)CSc2nnc(CNc3ccc(C)cc3C)o2)cc1
- net charge = 0

***

[4]
Here is one molecule with the formula C20H21N3O4 in a non-equilibrium geometry from the Open Molecules 2025 dataset. Energies are from ωB97M-V/def2-TZVPD.

Last column: Mulliken charge in e.
Geometry (Å):
1 O -3.27517 -1.64799 2.18920  -0.475
2 O 1.44212 -2.96978 -1.32046  -0.681
3 O -2.29543 -3.52149 1.62506  -0.649
4 O -5.80684 3.68337 0.42463  -0.545
5 N 0.69213 0.44363 -0.42609  -0.335
6 N -0.51672 -2.42442 -0.18960  -0.156
7 N 5.11714 -0.99164 0.80738  -0.085
8 C 3.42336 -0.33526 -0.64817  0.945
9 C -3.63153 0.00641 -0.52606  0.688
10 C -3.84684 2.49810 -0.20040  -0.657
11 C 3.91833 2.20619 -0.61996  -0.141
12 C 0.65172 -2.05357 -0.92212  0.108
13 C 4.00630 0.89356 -0.20176  -0.061
14 C -5.82438 1.12404 -0.18650  -0.366
15 C 4.95390 0.39141 0.75626  -0.287
16 C -5.17939 2.39109 0.13289  0.628
17 C -2.48125 -2.29717 1.35670  0.400
18 C 5.37437 2.66611 1.23421  -0.827
19 C 4.69337 3.13419 0.07657  -0.703
20 C 2.53549 -0.45933 -1.82356  -1.193
21 C -2.75349 -1.20037 -0.94346  -0.839
22 C 1.04603 -0.53299 -1.26024  -0.016
23 C -3.00995 1.27125 -0.50882  0.220
24 C -1.66042 -1.58782 0.12418  0.201
25 C 5.63971 1.25014 1.50661  -0.267
26 C -5.07637 0.00654 -0.57337  -0.792
27 C 4.04412 -1.38313 -0.01490  -0.560
28 H 3.36548 2.24315 -1.54090  0.380
29 H -0.39973 -3.38854 0.39873  0.356
30 H 1.46572 0.87636 0.26888  0.261
31 H 2.73863 -1.14157 -2.50623  0.658
32 H -2.10596 -0.87760 -1.76025  0.375
33 H 4.59538 4.10266 -0.33301  0.445
34 H -3.44368 3.36590 0.24597  0.353
35 H 6.18048 3.12726 1.77607  0.331
36 H 6.21668 0.91748 2.43460  0.292
37 H 0.18994 1.33175 -0.98414  0.343
38 H -1.94336 1.14991 -0.83689  -0.084
39 H 0.39861 -0.37961 -2.21957  0.262
40 H -7.03234 1.22897 -0.09184  0.079
41 H 5.65847 -1.57445 1.35628  0.119
42 H -3.30655 -0.67183 2.04927  0.374
43 H -5.81610 -0.89285 -0.56618  0.178
44 H -6.85803 3.54491 0.69098  0.336
45 H -3.59669 -1.99307 -1.20733  0.270
46 H -1.39690 -0.53331 0.39418  0.355
47 H 4.02462 -2.39585 -0.41082  0.424
48 H 2.56152 0.47802 -2.39577  0.337

Results
- relative energy (zero: lowest compared OMol25 entry of this formula, charge and spin) (kJ/mol) = 794.5
- energy (eV) = -33735.13383
- HOMO (eV) = -7.80
- strongest force on any atom (eV Å⁻¹) = 8.41
- SMILES = N[C@@H](Cc1c[nH]c2ccccc12)C(=O)N[C@@H](Cc1ccc(O)cc1)C(=O)O
- net charge = 0

***

[5]
Here is C20H21N4O4SSeV as an isolated structure from the Open Molecules 2025 dataset. Energies are from ωB97M-V/def2-TZVPD.

Last column: Mulliken charge in e.
Geometry (Å):
1 Se -1.32217 -0.95532 -2.19537  -0.264
2 V -0.15584 -0.71452 0.08557  0.443
3 S -2.97314 -0.56506 3.15394  -0.211
4 O -1.14189 2.64281 2.39993  -0.772
5 O 2.99769 -2.93137 1.66702  -0.741
6 O 1.31545 -2.19942 0.33094  -0.740
7 O -0.97953 1.18011 0.68331  -0.508
8 N -2.12506 -1.69549 1.03133  -0.465
9 N 0.83286 -0.19201 1.87117  0.426
10 N -3.58995 0.08328 0.58175  -0.488
11 N -1.56569 -2.39786 2.07841  -0.312
12 C -0.71086 1.43694 -3.72329  1.032
13 C -2.88150 -0.70299 1.42865  0.584
14 C -0.65132 1.68135 1.82006  -0.017
15 C 1.83842 -0.97775 2.27914  0.204
16 C 2.55103 -0.65966 3.41386  -0.531
17 C -1.90097 -1.95076 3.23333  0.287
18 C 2.10127 2.64437 -5.99570  -1.411
19 C -0.25145 0.16588 -3.33562  0.059
20 C 0.06052 2.21413 -4.58107  -0.979
21 C 2.19506 0.50499 4.10214  -0.331
22 C 1.15071 1.32257 3.64714  -0.533
23 C -1.42612 -2.54332 4.52040  -0.212
24 C 2.09548 -2.16845 1.35206  0.436
25 C 1.28745 1.77960 -5.06449  0.668
26 C 0.98807 -0.28642 -3.81156  1.138
27 C 0.49315 0.93800 2.50417  0.483
28 C 1.52519 -1.64204 -3.43408  -1.409
29 C -2.02035 1.98101 -3.21227  -1.373
30 C 1.73309 0.52915 -4.66363  -1.098
31 C -1.09277 -1.49793 5.58469  -1.028
32 H 2.27985 3.63254 -5.56570  0.324
33 H -0.54876 -3.14202 4.27420  0.276
34 H -0.35406 -0.78694 5.21213  0.178
35 H 2.74002 0.78410 4.99688  0.393
36 H 1.58626 2.79138 -6.94855  0.304
37 H 0.78280 -2.41647 -3.62758  0.324
38 H -3.23656 -0.03058 -0.36999  0.236
39 H -2.15063 3.02264 -3.51200  0.364
40 H 2.69082 0.16579 -5.02616  0.205
41 H -0.68606 -1.97655 6.47551  0.365
42 H -0.30645 3.19636 -4.86905  0.284
43 H 2.43778 -1.86755 -3.98831  0.369
44 H -1.98147 -0.93590 5.88073  0.357
45 H -2.06221 1.90937 -2.12479  0.140
46 H 0.84843 2.23121 4.14864  0.530
47 H 1.74863 -1.71230 -2.36820  0.187
48 H 3.06972 2.18893 -6.20617  0.336
49 H -2.18853 -3.22909 4.89899  0.274
50 H 3.36030 -1.30636 3.72163  0.544
51 H -3.54691 1.06248 0.84028  0.360
52 H -2.85977 1.39512 -3.59443  0.313

Results
- relative energy (zero: lowest compared OMol25 entry of this formula, charge and spin) (kJ/mol) = 22.2
- multiplicity = 4
- energy (eV) = -137106.34923
- HOMO (spin up / spin down) (eV) = -3.73 / -4.51
- strongest force on any atom (eV Å⁻¹) = 0.93
- <S²> = 3.758
- net charge = -1